{
  "formula": "C22H48CuN2O4",
  "method": "ωB97M-V with the def2-TZVPD basis set",
  "energy_ev": -79397.44683,
  "largest_force_ev_per_a": 3.119,
  "e_homo_ha": -0.118,
  "relative_energy_kcal_mol": 0.0,
  "charge": -1,
  "symbols": ["Cu", "C", "C", "O", "H", "H", "H", "H", "H", "C", "C", "O", "H", "H", "H", "H", "H", "C", "C", "C", "C", "C", "C", "N", "O", "C", "C", "C", "H", "H", "H", "H", "H", "H", "H", "H", "H", "H", "H", "H", "H", "H", "H", "H", "H", "H", "H", "C", "C", "C", "C", "C", "C", "N", "O", "C", "C", "C", "H", "H", "H", "H", "H", "H", "H", "H", "H", "H", "H", "H", "H", "H", "H", "H", "H", "H", "H"],
  "coordinates": [[15.69, 2.97, -14.54], [19.54, 1.33, -14.89], [18.24, 0.58, -15.16], [17.16, 1.37, -15.38], [20.36, 0.69, -14.52], [19.36, 2.07, -14.10], [19.95, 1.80, -15.79], [18.13, -0.11, -14.29], [18.26, -0.05, -16.08], [12.52, 4.07, -17.45], [13.09, 3.84, -16.06], [13.86, 2.66, -15.95], [11.63, 3.43, -17.56], [13.36, 3.84, -18.10], [12.07, 5.05, -17.61], [12.45, 3.92, -15.17], [13.87, 4.63, -16.02], [15.83, 0.89, -11.75], [14.55, 1.15, -10.92], [14.98, 1.11, -9.47], [14.12, 1.90, -8.46], [13.56, 3.22, -9.00], [13.06, 3.24, -10.46], [14.02, 2.48, -11.26], [13.81, 2.57, -12.66], [11.59, 2.75, -10.55], [13.12, 4.69, -10.94], [13.52, 0.02, -11.22], [16.16, -0.12, -11.49], [16.70, 1.52, -11.54], [15.66, 0.83, -12.82], [14.96, 0.12, -9.02], [16.00, 1.51, -9.41], [14.65, 2.05, -7.52], [13.31, 1.22, -8.18], [14.20, 4.09, -8.83], [12.69, 3.42, -8.37], [11.36, 2.49, -11.58], [11.38, 1.98, -9.80], [10.90, 3.54, -10.27], [12.96, 4.86, -12.01], [12.36, 5.24, -10.38], [14.06, 5.24, -10.86], [13.82, -0.97, -10.89], [13.39, 0.06, -12.31], [12.58, 0.28, -10.73], [12.94, 2.16, -12.76], [17.52, 4.27, -12.07], [18.28, 5.29, -12.91], [19.76, 4.86, -12.86], [20.64, 5.62, -13.86], [20.12, 5.40, -15.26], [18.60, 5.77, -15.42], [17.86, 5.15, -14.33], [16.46, 5.30, -14.43], [18.47, 7.27, -15.62], [18.18, 5.05, -16.71], [18.16, 6.70, -12.34], [16.43, 4.35, -12.09], [17.76, 4.40, -11.01], [17.69, 3.24, -12.39], [20.15, 5.21, -11.90], [19.91, 3.79, -12.95], [21.67, 5.28, -13.76], [20.81, 6.68, -13.65], [20.18, 4.32, -15.43], [20.69, 5.88, -16.05], [18.91, 7.89, -14.83], [19.05, 7.61, -16.48], [17.44, 7.58, -15.79], [17.09, 5.08, -16.86], [18.52, 5.49, -17.65], [18.30, 3.96, -16.66], [18.98, 7.33, -12.71], [18.19, 6.74, -11.25], [17.27, 7.20, -12.72], [16.24, 6.23, -14.29]],
  "mulliken_charge": [1.174, -0.418, -0.671, -0.725, 0.510, -0.271, 0.187, 0.094, 0.316, -1.279, 0.501, -0.878, 0.289, 0.292, 0.352, 0.096, -0.202, -1.901, 1.611, -1.149, -0.823, -1.277, 1.513, 0.402, 0.045, -1.660, -1.996, -1.762, 0.485, 0.073, 0.469, 0.319, 0.447, 0.349, 0.393, 0.453, 0.370, 0.203, 0.443, 0.514, 0.316, 0.482, 0.324, 0.451, 0.394, 0.349, 0.115, -2.274, 2.013, -1.247, -0.789, -0.914, 1.297, 0.973, -0.281, -1.772, -1.676, -1.656, 0.345, 0.505, -0.139, 0.392, 0.276, 0.446, 0.388, 0.027, 0.532, 0.298, 0.466, 0.336, 0.334, 0.360, 0.252, 0.324, 0.438, 0.253, 0.173]
}

***

{
  "formula": "C22H48I2O3",
  "method": "ωB97M-V with the def2-TZVPD basis set",
  "energy_ev": -45935.32885,
  "largest_force_ev_per_a": 5.315,
  "e_homo_ha": -0.305,
  "symbols": ["C", "C", "I", "C", "I", "O", "C", "O", "O", "H", "H", "H", "H", "H", "H", "C", "C", "C", "C", "C", "C", "H", "H", "H", "H", "H", "H", "H", "H", "H", "H", "H", "H", "H", "H", "C", "C", "C", "C", "C", "C", "H", "H", "H", "H", "H", "H", "H", "H", "H", "H", "H", "H", "H", "H", "C", "C", "C", "C", "C", "C", "H", "H", "H", "H", "H", "H", "H", "H", "H", "H", "H", "H", "H", "H"],
  "coordinates": [[2.74, 1.04, 1.74], [2.08, -0.34, 1.99], [3.43, -1.78, 0.98], [0.65, -0.35, 1.31], [0.83, -1.32, -0.62], [-0.36, -0.96, 2.14], [-1.47, -0.17, 2.02], [-1.91, 0.39, 2.91], [-2.06, -0.09, 0.78], [2.85, 1.56, 2.70], [2.18, 1.64, 1.02], [3.74, 0.94, 1.34], [2.07, -0.64, 3.03], [0.36, 0.69, 1.18], [-1.59, 0.61, 0.31], [-1.25, -4.00, 3.25], [-1.37, -3.21, 4.54], [-0.49, -3.75, 5.67], [-0.81, -5.18, 6.12], [-2.25, -5.40, 6.59], [-2.61, -4.57, 7.82], [-1.57, -5.04, 3.36], [-1.87, -3.55, 2.47], [-0.21, -4.00, 2.89], [-2.42, -3.19, 4.86], [-1.08, -2.18, 4.35], [-0.56, -3.08, 6.53], [0.56, -3.72, 5.35], [-0.13, -5.45, 6.93], [-0.60, -5.87, 5.30], [-2.37, -6.46, 6.83], [-2.95, -5.19, 5.78], [-1.95, -4.81, 8.66], [-3.63, -4.79, 8.13], [-2.55, -3.50, 7.62], [-0.63, 3.69, -1.88], [-1.44, 4.87, -1.35], [-2.63, 4.44, -0.48], [-3.68, 3.60, -1.20], [-4.30, 4.25, -2.44], [-5.06, 5.53, -2.13], [-1.23, 3.04, -2.52], [0.22, 4.04, -2.46], [-0.25, 3.09, -1.05], [-1.78, 5.48, -2.19], [-0.79, 5.50, -0.75], [-3.10, 5.34, -0.07], [-2.26, 3.87, 0.37], [-4.48, 3.36, -0.49], [-3.25, 2.63, -1.49], [-5.00, 3.54, -2.89], [-3.53, 4.45, -3.19], [-5.86, 5.35, -1.41], [-5.51, 5.94, -3.04], [-4.40, 6.30, -1.71], [4.21, 0.13, -2.79], [3.29, -0.63, -3.74], [4.04, -1.25, -4.92], [4.74, -0.25, -5.85], [3.83, 0.81, -6.46], [2.74, 0.23, -7.36], [4.70, 0.97, -3.28], [3.64, 0.52, -1.95], [4.98, -0.53, -2.38], [2.50, 0.04, -4.10], [2.79, -1.43, -3.19], [3.33, -1.86, -5.50], [4.78, -1.95, -4.54], [5.23, -0.81, -6.65], [5.54, 0.25, -5.30], [4.45, 1.49, -7.06], [3.37, 1.42, -5.68], [3.18, -0.35, -8.18], [2.14, 1.02, -7.80], [2.07, -0.43, -6.81]],
  "mulliken_charge": [-0.975, -0.465, 0.007, -0.712, 0.099, -0.217, 0.759, -0.439, -0.481, 0.263, 0.265, 0.365, 0.567, 0.637, 0.328, -1.231, 0.059, -0.841, -0.797, -0.337, -1.196, 0.407, 0.338, 0.228, 0.262, 0.124, 0.352, 0.382, 0.396, 0.291, 0.380, 0.238, 0.296, 0.373, 0.287, -0.903, -0.418, -0.662, -0.440, -0.510, -1.209, 0.284, 0.389, 0.026, 0.272, 0.352, 0.338, 0.336, 0.395, 0.166, 0.383, 0.251, 0.295, 0.379, 0.284, -0.988, 0.021, -0.836, -0.756, -0.329, -1.187, 0.328, 0.189, 0.272, 0.253, 0.058, 0.326, 0.385, 0.395, 0.303, 0.361, 0.239, 0.296, 0.373, 0.279]
}

***

{
  "formula": "C22H48N2O6Sr",
  "method": "ωB97M-V with the def2-TZVPD basis set",
  "energy_ev": -39688.05748,
  "largest_force_ev_per_a": 3.600,
  "e_homo_ha": -0.206,
  "symbols": ["Sr", "C", "C", "C", "C", "C", "C", "N", "O", "C", "C", "C", "H", "H", "H", "H", "H", "H", "H", "H", "H", "H", "H", "H", "H", "H", "H", "H", "H", "H", "C", "C", "C", "C", "C", "C", "N", "O", "C", "C", "C", "H", "H", "H", "H", "H", "H", "H", "H", "H", "H", "H", "H", "H", "H", "H", "H", "H", "H", "C", "C", "O", "O", "H", "H", "H", "H", "H", "H", "C", "C", "O", "O", "H", "H", "H", "H", "H", "H"],
  "coordinates": [[22.29, 4.35, -6.32], [23.85, 2.24, -4.25], [25.32, 2.52, -4.78], [25.59, 1.30, -5.67], [26.83, 1.38, -6.46], [27.07, 2.58, -7.23], [26.59, 3.95, -6.52], [25.35, 3.71, -5.77], [24.66, 4.83, -5.18], [26.45, 5.08, -7.58], [27.79, 4.38, -5.74], [26.29, 2.50, -3.60], [23.15, 2.22, -5.08], [23.54, 3.01, -3.54], [23.85, 1.41, -3.55], [24.72, 0.85, -6.14], [25.82, 0.53, -4.92], [26.76, 0.43, -6.98], [27.67, 1.21, -5.79], [26.62, 2.45, -8.21], [28.07, 2.73, -7.66], [27.12, 5.10, -8.44], [26.73, 6.08, -7.24], [25.42, 5.19, -7.92], [28.22, 3.45, -5.37], [27.44, 4.96, -4.88], [28.61, 4.75, -6.35], [26.38, 3.51, -3.22], [27.36, 2.35, -3.78], [25.97, 1.87, -2.76], [19.27, 5.36, -7.61], [19.04, 6.82, -7.08], [17.53, 6.72, -6.79], [17.02, 7.84, -5.88], [17.79, 7.81, -4.57], [19.32, 8.01, -4.75], [19.76, 6.95, -5.75], [21.20, 6.74, -5.93], [19.94, 7.69, -3.37], [19.56, 9.51, -5.08], [19.48, 7.87, -8.12], [19.21, 4.50, -6.95], [20.21, 5.39, -8.16], [18.55, 5.09, -8.38], [17.40, 5.76, -6.28], [17.06, 6.60, -7.77], [16.01, 7.61, -5.55], [17.01, 8.81, -6.38], [17.43, 6.96, -3.98], [17.35, 8.65, -4.04], [19.50, 6.94, -2.71], [19.88, 8.58, -2.76], [21.01, 7.58, -3.53], [18.74, 10.03, -5.58], [20.44, 9.58, -5.72], [19.72, 10.20, -4.26], [19.52, 8.89, -7.73], [18.71, 7.89, -8.90], [20.46, 7.64, -8.54], [23.02, 3.69, -9.43], [22.86, 5.22, -9.48], [22.98, 5.95, -8.22], [22.33, 3.14, -8.38], [24.08, 3.48, -9.28], [22.79, 3.25, -10.40], [21.87, 5.38, -9.90], [23.57, 5.64, -10.19], [23.40, 6.81, -8.36], [21.50, 2.71, -8.62], [19.99, 3.81, -3.96], [20.11, 2.34, -4.60], [20.57, 2.39, -5.91], [21.30, 4.35, -4.00], [19.64, 3.86, -2.93], [19.33, 4.45, -4.53], [19.14, 1.85, -4.54], [20.91, 1.75, -4.14], [20.03, 1.79, -6.43], [21.43, 4.91, -3.24]],
  "mulliken_charge": [1.274, -1.944, 1.599, -1.087, -0.755, -1.162, 1.241, 0.904, -0.879, -1.612, -1.934, -1.808, 0.285, 0.428, 0.511, 0.421, 0.285, 0.346, 0.370, 0.335, 0.417, 0.464, 0.492, 0.076, 0.399, 0.345, 0.483, 0.410, 0.324, 0.409, -1.146, 1.647, -1.390, -0.758, -1.308, 1.704, 0.793, -0.867, -2.024, -1.773, -1.483, 0.260, -0.334, 0.451, 0.313, 0.575, 0.400, 0.322, 0.393, 0.283, 0.271, 0.520, 0.390, 0.304, 0.357, 0.432, 0.346, 0.400, 0.078, -0.447, -0.499, -0.513, -0.393, 0.024, 0.471, 0.407, 0.543, 0.168, 0.202, -0.021, -0.673, -0.306, -0.157, 0.516, -0.202, 0.522, 0.221, 0.237, 0.111]
}